A 15-piece molecular cluster, C3H36NO14 overall in a non-equilibrium geometry. Source: the Open Molecules 2025 dataset; level of theory: the ωB97M-V functional and the def2-TZVPD basis.

Computed properties:
**Gap between HOMO and LUMO**: 10.50 eV
**HOMO energy**: -13.773 eV
**Lowest unoccupied orbital energy**: -3.27 eV
**Charge**: +1
**ΔE to the lowest compared entry with this formula, charge and spin**: 6.2753 eV

Last column: Mulliken charge in e.
CARTESIAN COORDINATES (ANGSTROEM)
1 C -0.179 -0.802 0.839  0.08
2 C -0.959 -2.061 0.666  -1.08
3 C -3.446 -2.296 0.612  -0.16
4 N -2.342 -1.750 0.105  0.61
5 H -0.161 -0.165 -0.054  -0.02
6 H -0.564 -0.199 1.706  0.00
7 H 0.958 -0.853 1.031  0.19
8 H -0.539 -2.770 -0.017  0.59
9 H -1.120 -2.427 1.726  0.41
10 H -4.374 -1.984 0.270  0.32
11 H -3.221 -3.145 1.446  0.26
12 H -2.464 -1.108 -0.695  -0.03
13 H 0.368 1.331 -1.632  0.29
14 H 0.718 -0.077 -2.105  0.39
15 O 0.101 0.642 -2.333  -0.62
16 H -0.204 1.627 2.819  0.35
17 H -1.551 2.146 3.512  0.28
18 O -1.180 1.678 2.817  -0.62
19 H -3.123 0.732 -1.804  0.25
20 H -4.206 1.539 -1.126  0.27
21 O -3.507 1.016 -0.949  -0.55
22 H 3.092 -0.981 -1.645  0.37
23 H 2.425 -1.402 -3.077  0.23
24 O 2.322 -1.035 -2.250  -0.69
25 H -1.757 -1.479 -3.307  0.27
26 H -1.143 -0.287 -2.684  0.43
27 O -1.754 -0.957 -2.481  -0.68
28 H 1.146 -2.459 -1.826  0.56
29 H -0.083 -1.868 -1.824  0.19
30 O 0.229 -2.824 -1.739  -0.75
31 H 2.836 3.550 0.504  0.21
32 H 1.765 2.367 0.844  0.50
33 O 2.468 2.915 1.115  -0.61
34 H 4.391 -0.333 -0.072  0.39
35 H 4.190 -1.836 -0.111  0.26
36 O 4.204 -1.120 -0.634  -0.63
37 H -0.247 2.667 -0.648  0.33
38 H 0.676 3.465 -1.336  0.26
39 O 0.651 2.944 -0.599  -0.75
40 H 1.800 1.268 3.495  0.31
41 H 2.084 2.861 3.255  0.33
42 O 1.427 2.147 3.024  -0.76
43 H -3.563 0.484 1.566  0.22
44 H -2.491 0.128 2.427  0.25
45 O -3.220 -0.175 1.984  -0.47
46 H 0.627 -4.374 1.099  0.28
47 H 1.190 -3.371 0.129  0.37
48 O 1.325 -3.810 1.001  -0.62
49 H 3.802 0.192 1.960  0.27
50 H 3.410 1.548 1.436  0.38
51 O 3.789 0.709 1.156  -0.67
52 H -0.976 3.166 -2.998  0.31
53 H -2.233 3.197 -2.277  0.29
54 O -1.384 3.628 -2.319  -0.60